Here is a cluster of 2 separate species, C18H22N in total from the OMol25 dataset. Energies are from wB97M-V/def2-TZVPD.

Each atom is followed by the atoms it is bonded to, with distances in Å.
Geometry (Å):
1 C -2.35319 0.41628 4.64085  C2 1.378, C12 1.380, H13 1.079
2 C -3.43194 0.83161 3.89007  C1 1.378, C3 1.380, H14 1.079
3 C -3.25825 1.20524 2.57269  C2 1.380, C4 1.388, H15 1.076
4 C -1.99971 1.18002 1.98839  C3 1.388, C5 1.499, C11 1.386
5 C -1.81500 1.50829 0.53768  C4 1.499, C6 1.535, H16 1.096, H17 1.094
6 C -2.07991 0.29244 -0.36156  C5 1.535, C7 1.547, N10 1.487, H18 1.099
7 C -1.85830 0.54627 -1.87170  C6 1.547, C8 1.546, H19 1.096, H20 1.094
8 C -1.23020 -0.74941 -2.43572  C7 1.546, C9 1.539, H21 1.097, H22 1.096
9 C -1.02587 -1.68283 -1.22955  C8 1.539, N10 1.478, H23 1.097, H24 1.098
10 N -1.21441 -0.86505 -0.01258  C6 1.487, C9 1.478, H25 1.025
11 C -0.92520 0.75102 2.75238  C4 1.386, C12 1.380, H26 1.076
12 C -1.09779 0.37856 4.06956  C1 1.380, C11 1.380, H27 1.078
13 H -2.48825 0.12068 5.66965  C1 1.079
14 H -4.41564 0.85573 4.33271  C2 1.079
15 H -4.10459 1.52179 1.98834  C3 1.076
16 H -2.47237 2.34064 0.26155  C5 1.096
17 H -0.79483 1.87006 0.37641  C5 1.094
18 H -3.12377 -0.02085 -0.21648  C6 1.099
19 H -2.79687 0.79499 -2.38024  C7 1.096
20 H -1.19207 1.40231 -2.01688  C7 1.094
21 H -1.87015 -1.21196 -3.19760  C8 1.097
22 H -0.27276 -0.54366 -2.92776  C8 1.096
23 H -1.75234 -2.50529 -1.24687  C9 1.097
24 H -0.02630 -2.13687 -1.22583  C9 1.098
25 H -1.61936 -1.40412 0.75975  N10 1.025
26 H 0.05216 0.70667 2.30417  C11 1.076
27 H -0.25221 0.04921 4.65074  C12 1.078
28 C 2.14588 0.35695 -1.32392  C29 1.383, C34 1.384, H35 1.080
29 C 2.65710 0.41192 -2.60793  C28 1.383, C30 1.382, H36 1.081
30 C 3.81978 -0.15677 -3.09286  C29 1.382, C31 1.384, H37 1.083
31 C 4.76424 -0.90868 -2.41592  C30 1.384, C32 1.382, H38 1.083
32 C 4.78185 -1.27940 -1.08423  C31 1.382, C33 1.383, H39 1.081
33 C 3.85193 -0.99471 -0.10131  C32 1.383, C34 1.385, H40 1.081
34 C 2.67798 -0.26833 -0.21038  C28 1.384, C33 1.385, H41 1.078
35 H 1.20665 0.86755 -1.16959  C28 1.080
36 H 2.07451 0.97550 -3.32316  C29 1.081
37 H 4.02343 0.01340 -4.14266  C30 1.083
38 H 5.60645 -1.24456 -3.00758  C31 1.083
39 H 5.63632 -1.86235 -0.76966  C32 1.081
40 H 4.06967 -1.39072 0.88026  C33 1.081
41 H 2.10332 -0.17160 0.69673  C34 1.078

Output
Relative energy (zero: lowest compared OMol25 entry of this formula, charge and spin) ... 37.4 kcal per mole
Highest occupied orbital energy ... -11.10 eV
M ... 252.38 g mol⁻¹
LUMO energy ... -0.19805 hartree
Electronic energy ... -20505.267 eV
Total charge ... +1